No. 1
48
Properties=species:S:1:pos:R:3:forces:R:3:mulliken_charge:R:1 method="wB97M-V/def2-TZVPD" charge=+2 homo_ev="-15.80 / -15.80" gap_ev="6.54 / 6.54" e_above_lowest_kcal_mol=0.0 lumo_energy_ev="-9.256 / -9.260"
N -1.60261 -0.28749 0.29828 3.244 1.033 -0.627 -0.2036
C -2.51736 -1.08624 0.30322 -2.756 -2.572 0.524 0.7969
O -3.42186 -1.85155 0.35959 2.549 2.288 -0.307 -0.4232
Cs -0.39648 3.45298 2.02700 -0.579 0.989 -0.093 1.1213
V 0.28461 0.07330 0.01729 -1.836 -0.342 -0.502 -0.0842
N 0.39041 1.79467 -0.80232 0.124 -1.629 0.572 1.0231
N 0.85964 -1.33265 -1.07400 -0.014 1.645 1.854 0.8438
C -0.35235 2.41181 -1.91136 -0.771 0.009 -0.509 0.5566
C 0.20188 -2.30618 -1.95592 -0.737 -0.364 -0.808 0.6496
C -0.24523 3.93884 -1.86133 0.180 0.323 0.376 -1.4897
C 0.18389 1.96236 -3.26804 0.203 -0.176 -0.194 -1.2040
C -1.82216 2.02388 -1.77867 -0.386 0.030 -0.075 -1.3570
C -0.38060 -3.44278 -1.11354 0.041 -0.117 0.504 -1.2333
C 1.20307 -2.90305 -2.93853 0.433 0.073 -0.157 -1.6987
C -0.91382 -1.63533 -2.73792 -0.178 0.031 -0.409 -1.2627
H -0.65488 4.36422 -0.93186 0.071 -0.143 -0.228 0.2680
H -0.83623 4.35620 -2.68620 0.207 -0.110 0.202 0.4509
H 0.79035 4.28189 -1.97533 -0.201 -0.024 -0.016 0.3674
H 1.21203 2.30863 -3.41749 -0.222 -0.029 -0.166 0.4434
H -0.44716 2.39338 -4.05573 0.237 -0.121 0.159 0.4531
H 0.16741 0.87239 -3.37163 0.021 0.319 0.039 0.0939
H -1.96852 0.94024 -1.87784 0.013 0.388 -0.083 0.0960
H -2.39658 2.52643 -2.57024 0.156 -0.219 0.240 0.5391
H -2.25161 2.33696 -0.81244 0.189 -0.091 -0.266 0.2783
H 0.41210 -3.93518 -0.53821 -0.261 0.005 -0.019 0.3326
H -0.82896 -4.18894 -1.78116 0.133 0.216 0.116 0.4903
H -1.16042 -3.09019 -0.42892 0.214 -0.135 -0.101 0.0987
H 1.95205 -3.51813 -2.42801 -0.117 0.087 -0.187 0.4159
H 1.70913 -2.11143 -3.50279 -0.041 -0.189 -0.027 0.4000
H 0.67166 -3.55120 -3.64329 0.091 0.184 0.151 0.4426
H -1.37658 -2.38612 -3.39190 0.069 0.246 0.184 0.5737
H -0.51118 -0.84307 -3.37866 -0.215 -0.232 0.117 0.2165
H -1.69784 -1.23072 -2.09232 0.139 -0.054 -0.156 0.1101
C 1.82316 2.08286 -0.72333 0.253 0.110 -0.175 -0.8066
H 2.33107 1.23949 -0.21121 0.152 0.272 -0.002 0.1613
H 2.30348 2.20805 -1.71300 -0.343 -0.204 0.456 0.4137
H 2.04345 2.99927 -0.13239 -0.175 -0.615 -0.129 0.3567
C 2.21523 -1.69585 -0.64067 0.130 -0.135 0.178 -1.1558
H 2.50051 -1.10242 0.24380 0.077 -0.038 0.059 0.3978
H 2.29112 -2.76321 -0.36931 -0.229 0.492 0.127 0.4676
H 2.96885 -1.51607 -1.42951 -0.469 0.194 0.234 0.4020
Cl 0.95899 1.91351 4.51056 -0.005 -0.987 0.190 -0.1244
C 0.19273 0.32669 4.06268 0.291 0.080 -0.455 0.3988
Cl 0.67088 -0.93715 5.16409 -0.238 0.406 -0.271 -0.0271
Cl -1.59015 0.58036 3.99816 0.429 -0.161 0.103 -0.0471
C 0.54345 -0.06036 2.57498 -0.513 -1.365 0.477 0.3646
O 0.76694 0.95773 1.77696 0.098 -1.965 -0.925 -0.4534
O 0.44660 -1.23512 2.17032 0.544 2.596 0.022 -0.4535

No. 2
50
Properties=species:S:1:pos:R:3:forces:R:3:mulliken_spin:R:1 method="wB97M-V/def2-TZVPD" charge=+2 homo_ev="-16.08 / -16.13" gap_ev="5.02 / 5.17" lumo_energy_ev="-11.069 / -10.959" multiplicity=2
C 0.23278 -0.11750 -3.59120 -1.356 0.000 -0.044 0.0063
C 1.37443 -0.04497 -2.58893 7.108 -0.046 -2.912 0.0164
H 0.73490 -0.09307 -4.58461 -0.095 0.006 0.660 -0.0003
H -0.46726 0.75769 -3.55790 0.657 -0.587 0.147 0.0000
H -0.33052 -1.08184 -3.55660 0.457 0.476 0.175 0.0000
O 2.55467 -0.06019 -2.81899 -6.273 0.174 2.258 0.0323
Cl -3.43128 -0.33868 -1.03096 0.321 0.090 -0.495 0.0032
Yb -1.05070 -0.16296 -1.01002 0.036 -0.052 3.633 1.0001
P 0.26212 2.38157 -1.05186 -0.952 2.212 0.138 -0.0006
C 1.39140 3.21356 0.10900 0.748 -0.499 0.474 0.0002
C 0.55826 3.39443 -2.53783 0.046 -0.342 -0.374 -0.0008
H 0.56822 4.46096 -2.27409 -0.047 -0.316 -0.109 -0.0005
H -1.20127 4.11759 -0.23847 -0.219 -0.307 -0.028 0.0005
H -0.23244 3.19957 -3.27348 0.164 0.215 0.040 -0.0002
H -2.08950 2.93326 -1.26123 0.025 0.205 0.112 0.0001
H 2.43349 2.96820 -0.13457 -0.163 0.144 0.053 0.0001
H 1.52680 3.12264 -2.97711 -0.146 0.204 -0.002 0.0000
C -1.33944 3.05055 -0.46777 -0.339 -0.152 -0.140 0.0023
H 1.25687 4.30374 0.03379 -0.091 -0.404 -0.136 0.0004
H -1.71593 2.50505 0.40890 0.168 0.274 -0.110 -0.0011
H 1.21930 2.91114 1.14999 -0.017 0.049 -0.407 -0.0002
P 0.57141 -2.66946 -0.62449 -0.691 -1.564 0.210 -0.0081
C 1.51439 -3.50724 0.68344 0.673 0.548 0.482 0.0005
C -1.12092 -3.12608 -0.08291 -0.051 0.248 -0.152 0.0005
H 0.27212 -3.49964 -2.87487 0.098 -0.282 -0.046 -0.0001
H 0.59373 -4.84900 -1.74282 0.011 0.256 0.001 -0.0008
H 1.93051 -3.80053 -2.29406 -0.198 -0.029 0.010 0.0001
C 0.87012 -3.82360 -2.01606 0.007 0.473 -0.318 -0.0016
H -1.88179 -2.74605 -0.78371 -0.102 -0.372 0.116 0.0001
H -1.17012 -4.22205 -0.03510 -0.250 0.282 0.025 0.0001
H 1.31114 -4.58535 0.65001 -0.087 0.272 -0.154 0.0001
H 1.24560 -3.12143 1.67227 0.030 -0.085 -0.258 -0.0002
H -1.31550 -2.68402 0.90358 -0.008 -0.218 -0.208 -0.0008
H 2.58996 -3.34559 0.54517 -0.166 -0.090 0.031 0.0001
C 1.34861 0.00307 -0.36523 4.570 -0.490 1.492 -0.0356
O 2.37486 0.06073 0.19155 -4.021 -0.015 -1.773 0.0131
C -0.08739 1.56536 2.96129 0.288 0.450 -0.129 -0.0001
C -0.75451 0.28408 2.47789 -0.737 -0.177 1.879 0.0007
O -0.73677 0.10329 1.11904 0.421 -0.504 -2.396 -0.0223
C -0.06124 -0.91864 3.24676 0.335 -0.436 0.624 0.0002
F 0.02351 -0.74729 4.59462 -0.379 0.034 -1.739 0.0000
F -0.67601 -2.11178 3.02246 0.461 0.883 0.051 0.0000
F 1.22905 -1.05299 2.79661 -0.942 0.206 0.069 0.0002
C -2.28121 0.38106 2.91233 -0.781 0.240 0.617 -0.0031
F -2.46469 0.70326 4.22977 0.546 -0.585 -1.609 -0.0007
F -2.86806 1.38634 2.19271 0.512 -0.822 0.352 -0.0001
F -2.95486 -0.76068 2.66005 0.500 0.863 0.064 -0.0001
H 0.98656 1.51208 2.74698 -0.184 0.030 0.089 0.0002
H -0.21571 1.73380 4.04291 -0.010 -0.216 -0.501 -0.0001
H -0.52770 2.41756 2.42373 0.123 -0.247 0.238 -0.0001

No. 3
48
Properties=species:S:1:pos:R:3:forces:R:3:mulliken_charge:R:1 method="wB97M-V/def2-TZVPD" charge=+2 homo_ev="-17.14 / -17.15" gap_ev="7.02 / 7.03" lumo_energy_ev="-10.126 / -10.112"
N 1.92013 -0.37112 -0.03080 -3.991 0.893 -0.725 -0.3326
C 3.04429 -0.73368 0.23653 4.465 -1.536 1.010 0.8173
O 4.15499 -1.08442 0.48282 -3.868 1.257 -0.828 -0.3855
Cu -0.02537 1.23310 -3.18707 0.610 0.041 -1.026 0.0429
V 0.05521 -0.03051 -0.36537 2.295 -0.737 -0.759 0.2888
N -0.53836 -1.56347 -1.22286 0.260 2.448 0.969 0.6935
N -0.32356 1.64730 -1.35477 0.081 -1.159 1.963 0.8005
C -0.34581 -2.97778 -0.82170 0.458 -0.900 0.644 0.6698
C 0.41136 2.93994 -1.09403 0.778 0.520 0.430 0.8509
C 0.79462 -3.57260 -1.64580 0.356 0.280 -0.431 -1.3174
C -1.62636 -3.78092 -1.04541 -0.527 0.295 -0.181 -1.4422
C 0.03206 -3.04736 0.65086 -0.075 0.164 0.242 -1.6936
C 0.24945 3.87884 -2.29109 -0.342 -0.276 0.050 -1.5411
C -0.10744 3.64785 0.15297 -0.182 0.043 0.160 -1.4040
C 1.88775 2.60858 -0.89086 0.107 0.032 0.038 -1.5803
H 0.56394 -3.56449 -2.71681 0.130 -0.168 0.153 0.3883
H 0.96660 -4.61033 -1.33720 -0.090 0.271 -0.063 0.4710
H 1.71821 -3.00001 -1.48942 -0.118 -0.211 -0.024 0.2699
H -2.46167 -3.32447 -0.50062 0.076 -0.154 -0.114 0.3827
H -1.48689 -4.79750 -0.66079 0.080 0.260 -0.073 0.4553
H -1.88577 -3.86144 -2.10765 -0.020 -0.063 0.242 0.3905
H 0.95256 -2.48983 0.85600 -0.120 -0.253 0.031 0.2750
H 0.19291 -4.09869 0.91816 0.034 0.316 -0.003 0.5384
H -0.77070 -2.65496 1.27998 0.136 -0.209 -0.061 0.3535
H 0.58470 3.39316 -3.22544 0.111 0.191 -0.088 0.3777
H 0.87016 4.76902 -2.12747 -0.190 -0.231 -0.200 0.4620
H -0.79533 4.18978 -2.40234 0.189 0.049 -0.109 0.3908
H -1.13468 4.00375 0.00831 0.296 0.082 0.227 0.4574
H 0.52878 4.52353 0.34706 -0.242 -0.278 -0.052 0.4832
H -0.07418 2.99111 1.02768 0.055 0.296 -0.153 0.1874
H 2.03493 2.01252 0.02009 0.034 0.345 -0.236 0.1034
H 2.44710 3.54834 -0.78022 -0.104 -0.367 -0.067 0.5311
H 2.30171 2.04958 -1.74359 0.005 0.141 0.121 0.3993
C -1.80827 1.74724 -1.34082 -0.462 -0.019 -0.166 -0.8105
H -2.24910 0.87962 -0.81740 -0.111 0.100 -0.024 0.2980
H -2.16405 2.66028 -0.84564 0.189 -0.478 0.001 0.2732
H -2.21318 1.74444 -2.36761 -0.043 -0.039 0.350 0.3760
C -1.07537 -1.37768 -2.56798 -0.307 0.087 -0.792 -0.7782
H -2.14829 -1.11498 -2.57419 0.388 -0.183 0.128 0.4544
H -0.51502 -0.56959 -3.11206 -0.327 -0.819 0.201 -0.0421
H -0.92800 -2.29428 -3.15583 -0.108 0.393 0.130 0.5237
F -1.58211 -0.80639 2.04783 1.287 1.470 -0.762 -0.2743
C -0.70449 0.21962 1.67960 -2.426 -0.231 0.500 1.0800
F -1.45679 1.40401 1.78779 1.113 -1.654 -0.722 -0.2022
C 0.36329 0.30666 2.76729 1.483 0.265 2.805 0.3576
F -0.20163 0.58146 3.97476 0.354 -0.394 -1.707 -0.2317
F 1.05839 -0.85563 2.91321 -0.793 1.152 -0.671 -0.1950
F 1.25437 1.31660 2.52517 -0.923 -1.035 -0.359 -0.2133

It is found that the calculated total energy values, taken in the order of the records, are -88271.25024; -98930.66973; -104283.65575 eV.